(1)
Density functional theory data (wB97M-V/def2-TZVPD) for 2 unconnected molecules or ions with the total composition CH5FSi.

Properties
- Energy relative to the best compared isomer or geometry (same formula, charge and spin): 2.7258 eV
- Orbital gap: 10.066 eV

Structure (ORCA input):
```
! wB97M-V def2-TZVPD RIJCOSX def2/J DEFGRID3
* xyz 0 1
C -1.004 -0.112 -0.289
F -1.618 -1.079 0.380
Si 0.900 -0.134 -0.071
H -1.593 0.438 -1.150
H -1.193 1.128 0.899
H 1.915 0.336 -1.087
H 1.262 -1.388 0.277
H 1.331 0.810 1.042
*
```

(2)
Density functional theory data (wB97M-V/def2-TZVPD) for 2 unconnected molecules or ions with the total composition C4H10NO2PS.

Properties
- Energy relative to the best compared isomer or geometry (same formula, charge and spin): 1.4811 eV
- Orbital gap: 9.982 eV
- SMILES string: SP1OCCO1.C=NC

Structure (ORCA input):
```
! wB97M-V def2-TZVPD RIJCOSX def2/J DEFGRID3
* xyz 0 1
S -3.051 1.923 -1.630
P -1.940 0.403 -0.512
O -1.548 -0.624 -1.774
C -0.497 -0.263 -2.570
C 0.342 0.778 -1.689
O -0.465 1.079 -0.539
H -3.263 2.766 -0.541
H -0.961 0.211 -3.348
H 0.109 -1.051 -2.957
H 1.273 0.339 -1.256
H 0.640 1.575 -2.265
C 0.669 -1.394 1.283
N 1.403 -1.588 2.244
C 1.591 -0.615 3.229
H 0.737 -2.180 0.559
H -0.022 -0.529 1.137
H 1.522 -1.046 4.246
H 2.599 -0.146 3.198
H 0.863 0.362 3.186
*
```

(3)
Density functional theory data (wB97M-V/def2-TZVPD) for 11 unconnected molecules or ions with the total composition C38H43F6N5O18.

Properties
- Orbital gap: 7.947 eV
- SMILES string: O=C1OC[C@@H](F)O1.O=C1OC[C@@H](F)O1.O=C1OC[C@@H](F)O1.O=C1OC[C@@H](F)O1.O=C1OC[C@@H](F)O1.O=C1OC[C@@H](F)O1.c1cc[nH]c1.c1cc[nH]c1.c1cc[nH]c1.c1cc[nH]c1.c1cc[nH]c1

Structure (ORCA input):
```
! wB97M-V def2-TZVPD RIJCOSX def2/J DEFGRID3
* xyz 0 1
O 7.074 12.396 13.618
C 8.169 12.257 13.155
O 8.443 12.231 11.814
C 9.794 12.414 11.564
C 10.331 12.018 12.911
F 11.297 12.872 13.191
O 9.278 12.179 13.851
H 10.069 11.868 10.661
H 10.067 13.447 11.350
H 10.653 10.984 13.035
O 13.143 14.209 11.485
C 13.767 14.333 10.477
O 13.419 15.045 9.528
C 14.381 14.984 8.514
C 15.105 13.696 8.771
F 16.376 14.002 8.607
O 14.783 13.571 10.124
H 13.954 15.090 7.516
H 14.966 15.895 8.641
H 14.833 12.848 8.142
O 8.637 13.442 17.941
C 9.753 13.091 17.578
O 10.948 13.552 17.885
C 11.822 13.089 16.823
C 11.165 11.709 16.571
F 11.633 10.871 17.590
O 9.870 12.055 16.749
H 11.776 13.716 15.933
H 12.807 13.018 17.284
H 11.551 11.228 15.673
O 16.094 6.160 17.884
C 15.906 7.371 18.136
O 15.124 8.208 17.414
C 14.941 9.437 18.139
C 15.733 9.241 19.447
F 14.886 9.172 20.434
O 16.466 8.031 19.124
H 15.417 10.269 17.620
H 13.868 9.589 18.263
H 16.397 10.078 19.664
O 15.822 12.416 19.322
C 16.581 13.124 19.964
O 16.894 14.344 19.561
C 17.884 14.708 20.441
C 17.647 13.995 21.746
F 16.835 14.665 22.549
O 17.113 12.856 21.181
H 18.834 14.301 20.094
H 17.930 15.793 20.543
H 18.501 13.682 22.346
O 12.691 9.805 13.908
C 13.755 9.283 13.812
O 14.076 8.091 14.102
C 15.476 7.789 13.998
C 16.016 9.212 13.977
F 17.043 9.370 13.115
O 14.873 9.973 13.645
H 15.992 7.055 14.617
H 15.588 7.353 13.005
H 16.404 9.430 14.972
C 18.578 15.926 16.651
C 19.646 16.261 15.781
C 20.313 17.397 16.195
N 19.702 17.732 17.383
C 18.680 16.896 17.673
H 17.886 15.102 16.560
H 19.929 15.619 14.960
H 21.223 17.940 15.986
H 20.053 18.480 17.963
H 18.062 17.053 18.545
C 19.357 13.801 12.921
C 18.068 13.441 13.275
C 17.589 12.474 12.454
N 18.448 12.472 11.376
C 19.534 13.205 11.697
H 20.110 14.271 13.537
H 17.464 13.722 14.125
H 16.705 11.854 12.451
H 18.254 12.038 10.485
H 20.333 13.234 10.971
C 10.605 16.436 13.559
C 10.188 15.786 14.685
C 10.673 16.381 15.809
N 11.286 17.543 15.379
C 11.331 17.538 13.989
H 10.444 16.056 12.561
H 9.536 14.925 14.675
H 10.527 16.203 16.865
H 11.856 18.172 15.926
H 11.926 18.308 13.520
C 18.491 11.038 16.009
C 18.532 10.516 17.218
C 19.221 9.291 17.018
N 19.681 9.295 15.710
C 19.168 10.386 15.102
H 18.084 11.989 15.696
H 18.087 10.964 18.094
H 19.517 8.488 17.677
H 20.275 8.593 15.293
H 19.460 10.649 14.097
C 14.983 14.838 16.434
C 15.392 13.534 16.153
C 14.820 13.178 14.941
N 14.009 14.184 14.482
C 14.101 15.206 15.423
H 15.226 15.518 17.237
H 16.134 12.974 16.703
H 14.834 12.227 14.429
H 13.319 14.150 13.745
H 13.652 16.161 15.196
*
```

(4)
Density functional theory data (wB97M-V/def2-TZVPD) for 3 unconnected molecules or ions with the total composition C16H45N7O3P3.

Properties
- Orbital gap: 5.514 eV

Structure (ORCA input):
```
! wB97M-V def2-TZVPD RIJCOSX def2/J DEFGRID3
* xyz 1 1
O 4.304 2.047 2.261
P 3.426 1.068 1.611
C 4.343 0.028 0.380
N 3.946 -1.103 -0.095
C 4.912 -1.623 -1.100
C 5.447 -0.270 -1.599
C 5.656 0.419 -0.229
H 2.463 1.734 0.823
H 2.710 0.218 2.478
H 3.068 -1.538 0.173
H 5.629 -2.347 -0.723
H 4.324 -2.030 -1.923
H 6.314 -0.317 -2.252
H 4.625 0.179 -2.158
H 6.428 -0.094 0.355
H 5.831 1.490 -0.275
O -0.100 -0.126 2.624
P -1.310 0.760 2.763
N -0.855 1.724 4.113
C -1.741 2.378 5.055
C 0.410 2.405 3.916
N -2.481 -0.403 3.180
C -3.461 -0.239 4.239
C -2.076 -1.801 3.088
N -2.522 1.834 2.156
C -3.314 1.266 1.027
C -1.976 3.116 1.645
H -2.315 3.213 4.632
H -1.157 2.778 5.885
H -2.441 1.682 5.508
H 0.351 3.209 3.168
H 1.133 1.671 3.557
H 0.812 2.839 4.831
H -3.021 -0.405 5.230
H -4.270 -0.963 4.113
H -3.933 0.742 4.206
H -1.461 -2.114 3.941
H -1.519 -1.976 2.176
H -2.954 -2.450 3.052
H -2.688 1.013 0.172
H -4.062 1.996 0.714
H -3.852 0.374 1.332
H -1.180 2.966 0.910
H -1.589 3.732 2.456
H -2.770 3.694 1.177
O -1.429 0.074 -1.250
P -0.717 -0.550 -2.406
N -1.858 -0.365 -3.661
C -1.996 -1.216 -4.829
C -2.276 1.014 -3.920
N -0.637 -2.169 -1.858
C -0.917 -3.330 -2.687
C -1.082 -2.432 -0.488
N 0.680 -0.786 -3.421
C 1.895 -1.153 -2.665
C 1.049 0.417 -4.208
H -1.166 -1.140 -5.546
H -2.906 -0.949 -5.366
H -2.117 -2.261 -4.565
H -1.495 1.622 -4.394
H -2.561 1.506 -2.990
H -3.150 1.035 -4.570
H -1.994 -3.482 -2.823
H -0.516 -4.231 -2.215
H -0.430 -3.263 -3.659
H -2.175 -2.452 -0.410
H -0.701 -1.684 0.203
H -0.699 -3.397 -0.147
H 2.173 -0.376 -1.937
H 2.725 -1.297 -3.360
H 1.760 -2.092 -2.132
H 1.158 1.309 -3.582
H 0.309 0.624 -4.977
H 1.989 0.245 -4.730
*
```

(5)
Density functional theory data (wB97M-V/def2-TZVPD) for C4H13NSi in the gas phase.

Properties
- Energy relative to the best compared isomer or geometry (same formula, charge and spin): 0.4142 eV
- Orbital gap: 10.263 eV
- SMILES string: CC(C)[Si@H](C)N

Structure (ORCA input):
```
! wB97M-V def2-TZVPD RIJCOSX def2/J DEFGRID3
* xyz 0 1
C -1.352 -1.476 -0.047
C -0.796 -0.243 0.713
C -1.535 0.954 0.185
Si 1.091 -0.113 0.579
C 1.604 1.467 -0.449
N 1.668 -1.443 -0.254
H -1.059 -1.341 -1.096
H -0.940 -2.421 0.377
H -2.484 -1.616 0.145
H -1.051 -0.331 1.798
H -1.246 1.170 -0.823
H -1.441 1.875 0.910
H -2.530 0.654 -0.048
H 1.410 0.179 1.992
H 0.691 2.153 -0.551
H 2.542 1.953 -0.227
H 1.616 1.087 -1.456
H 1.009 -1.975 -0.779
H 2.658 -1.511 -0.576
*
```

(6)
Density functional theory data (wB97M-V/def2-TZVPD) for a molecular structure, C15H32BaN6O7.

Properties
- Orbital gap (spin up / spin down): 6.866 / 5.145 eV

Structure (ORCA input):
```
! wB97M-V def2-TZVPD RIJCOSX def2/J DEFGRID3
* xyz 0 1
O 1.186 -1.562 -1.872
H 3.006 -1.218 -2.255
Ba -1.903 -0.402 -0.188
N -1.456 1.180 -2.347
N 0.321 1.929 -0.763
N -1.138 -2.370 1.816
N 0.246 -0.207 1.975
O -2.423 0.691 -3.023
O -1.901 -3.425 1.731
O 0.850 0.994 2.267
O 1.210 2.309 0.093
C 0.391 2.528 -1.989
C -0.618 2.104 -2.892
C -0.169 -2.384 2.754
C 0.590 -1.163 2.854
C -0.787 2.679 -4.249
H 0.088 2.503 -4.894
H -0.915 3.770 -4.186
H -1.668 2.255 -4.738
C 1.375 3.574 -2.372
H 1.945 3.269 -3.260
H 2.074 3.771 -1.557
H 0.864 4.514 -2.628
C 0.089 -3.534 3.668
C 1.631 -1.039 3.929
H -0.577 -4.359 3.406
H -0.112 -3.256 4.715
H 1.129 -3.892 3.604
H 2.137 -0.072 3.887
H 2.388 -1.831 3.843
H 1.188 -1.150 4.930
H -2.821 -2.904 0.611
H 0.934 1.481 1.357
C 2.141 -1.624 -2.864
H 1.846 -0.903 -3.624
H 2.070 -2.597 -3.314
H 3.446 -1.865 -3.027
O -3.228 -2.281 -0.121
H 1.151 -2.438 -1.454
H -3.944 -2.775 -0.562
C -2.932 0.655 3.984
N -2.734 2.030 3.590
C -2.800 3.057 4.607
C -2.142 4.309 4.090
C -2.744 4.709 2.769
N -2.701 3.588 1.857
C -2.859 3.840 0.449
C -2.850 2.297 2.260
O -3.056 1.362 1.420
H -2.897 0.584 5.079
H -2.144 0.024 3.549
H -3.904 0.288 3.622
H -3.843 3.261 4.896
H -2.300 2.685 5.505
H -1.082 4.100 3.932
H -2.209 5.124 4.819
H -2.191 5.539 2.323
H -3.775 5.069 2.903
H -3.831 3.472 0.096
H -2.790 4.917 0.270
H -2.074 3.328 -0.120
*
```

(7)
Density functional theory data (wB97M-V/def2-TZVPD) for a gas-phase ion, C9H19N3O2S (charge +2).

Properties
- Energy relative to the best compared isomer or geometry (same formula, charge and spin): 0.0000 eV
- Orbital gap: 9.773 eV
- SMILES string: COC(=O)[C@@H]([NH3+])C[C@]1(C)[NH+]=CN(C)[C@@H]1S

Structure (ORCA input):
```
! wB97M-V def2-TZVPD RIJCOSX def2/J DEFGRID3
* xyz 2 1
C -4.564 1.052 -0.802
O -3.679 -0.033 -0.304
C -2.376 0.251 -0.381
O -1.796 1.172 -0.818
C -1.608 -0.951 0.364
N -2.293 -2.250 0.110
C -0.078 -1.045 -0.098
C 0.877 -0.043 0.507
C 0.641 0.126 2.191
N 0.739 1.352 -0.044
C 1.937 1.772 -0.315
N 2.872 0.853 -0.254
C 4.326 1.055 -0.736
C 2.318 -0.447 0.233
S 2.776 -1.943 -0.714
H -4.267 1.274 -1.831
H -4.496 2.029 -0.251
H -5.611 0.739 -0.808
H -1.764 -0.766 1.445
H -3.230 -2.120 0.559
H -1.606 -3.014 0.444
H -2.458 -2.583 -0.845
H -0.019 -0.940 -1.196
H 0.284 -2.003 0.227
H -0.307 0.718 2.290
H 1.390 0.757 2.534
H 0.703 -0.814 2.747
H -0.159 1.554 -0.349
H 1.905 2.746 -0.710
H 4.686 1.774 -0.173
H 4.597 0.070 -0.605
H 4.368 1.492 -1.725
H 2.808 -0.562 1.153
H 3.083 -1.271 -1.844
*
```

(8)
Density functional theory data (wB97M-V/def2-TZVPD) for a molecular structure, C32H31BF4NiSb2.

Properties
- Energy relative to the best compared isomer or geometry (same formula, charge and spin): 1.4551 eV
- Orbital gap (spin up / spin down): 7.255 / 7.568 eV

Structure (ORCA input):
```
! wB97M-V def2-TZVPD RIJCOSX def2/J DEFGRID3
* xyz 0 1
Ni 0.481 -2.839 -1.681
C -0.008 -4.669 -0.778
C -1.048 -4.445 -1.745
C -0.444 -4.362 -2.992
C 0.966 -4.586 -2.830
C 1.219 -4.851 -1.473
H -0.149 -4.786 0.286
H -2.093 -4.298 -1.523
H -0.926 -4.087 -3.915
H 1.696 -4.580 -3.624
H 2.168 -5.080 -1.017
C -2.676 1.078 -1.336
C -3.150 0.085 -0.249
C -2.318 -1.202 -0.116
Sb -0.112 -1.346 0.091
C -0.056 -2.409 1.950
C -1.070 -2.380 2.899
C -0.932 -3.055 4.107
C 0.223 -3.772 4.374
C 1.247 -3.803 3.435
C 1.110 -3.118 2.238
C 1.761 -0.304 0.449
C 2.827 -0.701 -0.343
C 4.035 -0.009 -0.307
C 4.188 1.077 0.536
C 3.131 1.468 1.351
C 1.927 0.784 1.300
Sb -0.785 1.623 -0.540
C 0.462 3.083 -1.430
C 1.330 2.650 -2.432
C 2.329 3.493 -2.898
C 2.475 4.764 -2.360
C 1.622 5.192 -1.354
C 0.620 4.354 -0.885
C -1.624 2.743 1.075
C -2.378 3.891 0.835
C -2.979 4.580 1.880
C -2.843 4.122 3.183
C -2.112 2.971 3.435
C -1.509 2.288 2.386
H -3.367 1.912 -1.454
H -2.536 0.583 -2.294
H -4.172 -0.226 -0.487
H -3.209 0.586 0.722
H -2.419 -1.791 -1.032
H -2.699 -1.811 0.705
H -1.980 -1.821 2.717
H -1.730 -3.016 4.838
H 0.330 -4.301 5.312
H 2.154 -4.357 3.639
H 1.928 -3.133 1.524
H 2.721 -1.541 -1.025
H 4.849 -0.316 -0.952
H 5.121 1.624 0.557
H 3.240 2.315 2.017
H 1.116 1.126 1.932
H 1.228 1.657 -2.852
H 2.995 3.152 -3.680
H 3.258 5.418 -2.722
H 1.738 6.181 -0.929
H -0.026 4.694 -0.085
H -2.500 4.258 -0.178
H -3.556 5.473 1.675
H -3.312 4.658 3.998
H -2.013 2.601 4.448
H -0.964 1.376 2.607
F -0.280 -1.308 -5.133
B -0.604 -0.971 -3.848
F 0.526 -1.374 -2.976
F -1.737 -1.621 -3.377
F -0.707 0.409 -3.651
*
```

(9)
Density functional theory data (wB97M-V/def2-TZVPD) for 3 unconnected molecules or ions with the total composition C19H26N3O4.

Properties
- Orbital gap: 7.506 eV

Structure (ORCA input):
```
! wB97M-V def2-TZVPD RIJCOSX def2/J DEFGRID3
* xyz 1 1
O 5.039 0.630 1.806
C 4.669 -0.428 1.381
O 5.511 -1.451 1.224
C 3.213 -0.610 1.003
C 2.698 -1.718 0.338
C 1.350 -1.751 0.020
N 0.548 -0.729 0.343
C -0.898 -0.849 -0.004
C -1.608 -1.718 1.000
C -2.215 -2.890 0.569
C -2.855 -3.703 1.491
C -2.883 -3.353 2.831
C -2.282 -2.178 3.262
C -1.643 -1.363 2.344
C 1.019 0.345 0.991
C 2.347 0.423 1.342
H 5.093 -2.255 0.898
H 3.302 -2.563 0.044
H 0.901 -2.592 -0.487
H -1.328 0.147 -0.054
H -0.927 -1.332 -0.979
H -2.181 -3.166 -0.478
H -3.324 -4.625 1.181
H -3.375 -3.990 3.551
H -2.298 -1.894 4.304
H -1.181 -0.444 2.685
H 0.330 1.147 1.228
H 2.723 1.286 1.868
C -0.414 -2.061 -5.259
C -1.473 -2.022 -4.184
O -1.331 -2.614 -3.117
N -2.598 -1.318 -4.438
C -2.941 -0.570 -5.636
H 0.413 -2.667 -4.903
H -0.807 -2.504 -6.174
H -0.050 -1.058 -5.484
H -3.271 -1.342 -3.688
H -3.112 0.479 -5.393
H -3.848 -0.972 -6.087
H -2.139 -0.630 -6.364
C -0.296 5.606 1.759
C 0.086 4.287 2.381
O -0.735 3.410 2.621
N 1.397 4.079 2.672
C 2.529 4.966 2.460
H -1.368 5.606 1.595
H -0.039 6.435 2.419
H 0.211 5.746 0.804
H 1.560 3.179 3.094
H 3.263 4.502 1.799
H 3.020 5.189 3.407
H 2.199 5.897 2.012
*
```

(10)
Density functional theory data (wB97M-V/def2-TZVPD) for C5H8FN in the gas phase.

Properties
- Energy relative to the best compared isomer or geometry (same formula, charge and spin): 5.0268 eV
- Orbital gap: 10.164 eV
- SMILES string: FC1C[C@H]2N[C@@H]2C1

Structure (ORCA input):
```
! wB97M-V def2-TZVPD RIJCOSX def2/J DEFGRID3
* xyz 0 1
F 1.908 -0.122 -1.163
C 1.300 0.078 0.208
C 0.266 1.345 -0.063
C -1.038 0.497 0.022
N -2.082 -0.066 -0.775
C -0.752 -0.815 -0.559
C 0.457 -1.196 0.452
H 2.172 0.269 0.998
H 0.419 2.195 0.655
H 0.540 1.786 -1.007
H -1.092 0.359 1.196
H -2.964 -0.346 -0.151
H -0.588 -0.887 -1.587
H 1.226 -1.975 0.146
H 0.228 -1.123 1.628
*
```

(11)
Density functional theory data (wB97M-V/def2-TZVPD) for C3H6IPS in the gas phase.

Properties
- Energy relative to the best compared isomer or geometry (same formula, charge and spin): 0.8994 eV
- Orbital gap: 6.730 eV
- SMILES string: CCP(I)C=S

Structure (ORCA input):
```
! wB97M-V def2-TZVPD RIJCOSX def2/J DEFGRID3
* xyz 0 1
C -0.647 1.555 -0.475
C -0.849 0.168 0.118
P 0.546 -0.331 1.276
I 2.945 1.011 -0.028
C 0.862 -2.005 0.507
S -0.106 -2.795 -0.588
H -0.413 2.199 0.397
H 0.207 1.410 -1.151
H -1.660 1.777 -0.774
H -1.037 -0.617 -0.726
H -1.696 -0.020 0.675
H 1.849 -2.351 0.770
*
```

(12)
Density functional theory data (wB97M-V/def2-TZVPD) for 2 unconnected molecules or ions with the total composition C2H4O2S.

Properties
- Energy relative to the best compared isomer or geometry (same formula, charge and spin): 2.6907 eV
- Orbital gap: 9.591 eV
- SMILES string: C=C=O.OS

Structure (ORCA input):
```
! wB97M-V def2-TZVPD RIJCOSX def2/J DEFGRID3
* xyz 0 1
C 0.601 -1.378 -1.412
C -0.282 -2.118 -0.769
O -1.106 -2.669 -0.151
H 0.863 -1.762 -2.339
H 0.600 -0.334 -1.247
O -0.512 2.628 0.961
S -0.389 1.153 1.656
H 0.169 2.843 0.312
H 0.056 1.637 2.989
*
```

(13)
Density functional theory data (wB97M-V/def2-TZVPD) for a gas-phase ion, C3H8N3O (charge +1).

Properties
- Energy relative to the best compared isomer or geometry (same formula, charge and spin): 4.0242 eV
- Orbital gap: 8.070 eV

Structure (ORCA input):
```
! wB97M-V def2-TZVPD RIJCOSX def2/J DEFGRID3
* xyz 1 1
C -0.313 0.983 1.078
C -1.162 -0.740 0.096
C 0.408 1.066 -0.313
N -1.239 -2.030 0.605
N 1.836 1.308 -0.519
N 0.103 -0.442 -0.655
O -0.466 1.725 1.943
H -2.183 -0.419 -0.367
H -0.235 1.614 -1.075
H -2.010 -2.345 1.139
H -0.348 -2.475 0.819
H 2.536 0.771 0.025
H 2.132 2.196 -0.799
H 0.928 -0.959 -0.350
H 0.010 -0.253 -1.626
*
```